The following is a DFT calculation (wB97M-V/def2-TZVPD) of a structure of composition C44H40Cl2Ge2N6O2STc.

Output
- total energy (eV) = -210410.3550
- energy relative to the best compared isomer or geometry (same formula, charge and spin) (kcal per mole) = 35.1
- charge = +2
- orbital gap (alpha / beta) (eV) = 5.47 / 5.21
- 2S+1 = 2

CARTESIAN COORDINATES (ANGSTROEM)
Tc (-0.44635, -0.08748, -1.30364)
Cl (-4.37555, -3.54836, -5.71874)
C (-3.23528, -3.16773, -4.49889)
C (-3.22995, -1.90291, -3.95556)
C (-2.27785, -1.57609, -2.98404)
N (-2.16193, -0.37737, -2.32086)
C (-3.32118, 0.29221, -1.94339)
O (-4.22440, 0.63421, -2.66198)
C (-3.35618, 0.39879, -0.44090)
C (-4.54913, 0.70816, 0.18685)
C (-4.64432, 0.55796, 1.56271)
C (-3.53044, 0.10882, 2.25102)
C (-2.35841, -0.13902, 1.54978)
N (-2.26109, -0.00281, 0.23205)
C (-1.37737, -2.57628, -2.50403)
C (-1.39739, -3.85370, -3.06389)
C (-2.30118, -4.14222, -4.06297)
Cl (-2.29839, -5.69976, -4.77132)
N (-0.53625, -2.11436, -1.53299)
C (0.33760, -2.85984, -0.80315)
O (0.25111, -4.01768, -0.45264)
C (1.56787, -2.02354, -0.52668)
C (2.79629, -2.66708, -0.58055)
C (3.95148, -1.91883, -0.69203)
C (3.83229, -0.53403, -0.72761)
C (2.58469, 0.04359, -0.64586)
N (1.44058, -0.66736, -0.55692)
H (-3.95459, -1.16822, -4.27682)
H (-5.38224, 1.02481, -0.42576)
H (-5.57423, 0.76224, 2.07526)
H (-3.55970, -0.05461, 3.31939)
H (-1.46892, -0.46842, 2.06944)
H (-0.71270, -4.61073, -2.71025)
H (2.80422, -3.74828, -0.59811)
H (4.91857, -2.39886, -0.75239)
H (4.70373, 0.09528, -0.84388)
H (2.45546, 1.11243, -0.72519)
C (-0.40479, 2.15470, 2.94633)
Ge (1.48391, 1.60280, 2.92580)
C (2.34717, 1.64018, 4.69712)
C (2.50569, 2.67549, 1.63185)
Ge (1.53505, -0.89939, 2.48251)
C (0.09940, -1.99929, 3.21746)
C (-0.27758, -3.27984, 2.81759)
C (-1.26113, -3.95448, 3.52439)
C (-1.86785, -3.36442, 4.62582)
C (-1.49569, -2.08772, 5.02795)
C (-0.52502, -1.40172, 4.31724)
C (3.27063, -1.75503, 2.58835)
C (3.41906, -3.14017, 2.68103)
C (4.68471, -3.69195, 2.78088)
C (5.80465, -2.86737, 2.80606)
C (5.66494, -1.48712, 2.72946)
C (4.40058, -0.93393, 2.61055)
H (-0.44812, 3.22537, 3.15196)
H (-0.96414, 1.63535, 3.72283)
H (-0.86688, 1.96456, 1.97852)
H (2.44164, 2.67634, 5.02381)
H (3.34224, 1.19854, 4.65880)
H (1.75827, 1.10033, 5.43813)
H (2.58083, 3.68184, 2.04738)
H (1.99036, 2.73121, 0.67459)
H (3.51296, 2.29333, 1.47333)
H (0.17464, -3.75201, 1.95287)
H (-1.55316, -4.94945, 3.21571)
H (-2.63328, -3.89923, 5.17203)
H (-1.96232, -1.62878, 5.88967)
H (-0.23605, -0.40373, 4.63474)
H (2.54575, -3.78198, 2.68060)
H (4.80318, -4.76602, 2.83668)
H (6.79185, -3.30232, 2.89094)
H (6.53937, -0.85013, 2.75307)
H (4.28711, 0.14312, 2.53718)
C (1.46335, 3.05147, -3.82870)
N (0.30471, 2.43057, -4.44151)
C (-0.64473, 3.07642, -5.20869)
C (-1.53906, 2.14850, -5.61181)
N (-1.12000, 0.94996, -5.07986)
C (-0.00310, 1.12382, -4.35516)
S (0.85136, -0.08918, -3.49577)
H (1.73434, 3.94082, -4.39089)
H (2.29327, 2.35044, -3.83668)
H (1.23341, 3.32633, -2.79859)
H (-0.61373, 4.13691, -5.38690)
H (-2.41132, 2.24448, -6.23289)
H (-1.56955, 0.05572, -5.20150)
C (-0.56329, 1.73429, -1.16379)
C (-1.07006, 3.05661, -1.13588)
C (-2.07108, 3.36890, -2.08281)
C (-2.71151, 4.59072, -2.05108)
C (-2.36328, 5.53496, -1.09218)
C (-1.36376, 5.25266, -0.16774)
C (-0.71787, 4.03295, -0.18851)
H (-2.33386, 2.62163, -2.82006)
H (-3.48698, 4.81207, -2.77276)
H (-2.86334, 6.49387, -1.07133)
H (-1.08785, 5.99313, 0.57139)
H (0.05702, 3.82193, 0.53505)


The following is a DFT calculation (wB97M-V/def2-TZVPD) of a structure of composition C44H40GaN3O4S2.

Output
- total energy (eV) = -132980.4465
- orbital gap (eV) = 6.93

CARTESIAN COORDINATES (ANGSTROEM)
Ga (-1.02585, 0.20497, -0.04695)
C (8.82617, 0.26474, -1.09126)
C (7.38354, 0.00792, -0.75568)
C (6.44473, -0.22308, -1.75343)
C (5.11077, -0.45411, -1.43998)
C (4.71585, -0.43606, -0.11596)
C (5.63867, -0.23202, 0.90192)
C (6.96308, -0.00869, 0.57505)
S (2.99869, -0.74023, 0.30997)
O (3.02989, -1.33455, 1.67263)
C (2.57229, 1.01588, 0.46400)
C (2.55564, 1.69614, -0.77848)
C (2.34150, 3.03576, -0.82912)
C (2.07659, 3.76462, 0.35805)
C (1.86087, 5.16312, 0.33120)
C (1.55865, 5.84353, 1.47587)
C (1.44098, 5.15025, 2.69764)
C (1.66185, 3.80348, 2.75403)
C (2.00637, 3.07567, 1.58812)
C (2.29115, 1.67032, 1.63771)
C (2.34938, 1.05182, 3.00025)
C (3.52862, 1.22442, 3.78569)
C (4.66682, 1.91356, 3.29335)
C (5.79149, 2.03776, 4.05589)
C (5.84087, 1.48081, 5.35237)
C (4.76320, 0.80829, 5.84908)
C (3.58284, 0.66039, 5.08046)
C (2.46194, -0.05218, 5.58194)
C (1.34262, -0.20364, 4.82478)
C (1.29916, 0.36720, 3.53615)
S (-0.16979, 0.23595, 2.55025)
O (-1.20188, 1.17054, 3.07916)
C (-0.71324, -1.42127, 2.92294)
C (-2.01051, -1.55833, 3.38200)
C (-2.52845, -2.83660, 3.55914)
C (-1.76461, -3.95982, 3.27603)
C (-2.32261, -5.34285, 3.46356)
C (-0.45979, -3.78369, 2.80941)
C (0.07419, -2.52440, 2.61842)
H (9.02282, 0.09414, -2.14818)
H (9.48374, -0.38498, -0.51308)
H (9.10016, 1.29556, -0.86046)
H (6.76011, -0.23673, -2.78906)
H (4.39112, -0.66144, -2.22164)
H (5.31105, -0.26933, 1.93176)
H (7.68869, 0.15038, 1.36477)
H (2.74644, 1.13898, -1.68706)
H (2.37094, 3.56242, -1.77430)
H (1.93671, 5.68080, -0.61692)
H (1.39771, 6.91393, 1.44810)
H (1.17288, 5.68904, 3.59674)
H (1.56730, 3.28083, 3.69626)
H (4.64206, 2.33395, 2.29612)
H (6.65354, 2.56211, 3.66413)
H (6.73723, 1.58826, 5.94862)
H (4.79392, 0.37160, 6.83941)
H (2.50678, -0.47013, 6.57954)
H (0.48269, -0.73972, 5.20523)
H (-2.60247, -0.67568, 3.58092)
H (-3.54625, -2.95483, 3.91013)
H (-3.40993, -5.32497, 3.51907)
H (-1.94723, -5.79180, 4.38530)
H (-2.03256, -5.99495, 2.63989)
H (0.14022, -4.65331, 2.57021)
H (1.07003, -2.39281, 2.21970)
O (-2.93914, 0.30213, 0.44054)
N (-3.32689, 1.48419, 0.75382)
N (-2.43730, 2.37003, 0.61215)
O (-1.22358, 2.07652, 0.17477)
C (-2.73559, 3.73654, 0.91990)
C (-4.04909, 4.10089, 1.17965)
C (-4.32274, 5.42639, 1.46001)
C (-3.30255, 6.36956, 1.47023)
C (-1.99972, 5.98025, 1.20554)
C (-1.70082, 4.65346, 0.93082)
H (-4.83414, 3.36042, 1.16228)
H (-5.34189, 5.72438, 1.66341)
H (-3.52646, 7.40525, 1.68472)
H (-1.20191, 6.70865, 1.21392)
H (-0.69025, 4.33016, 0.72970)
C (0.31591, -3.37127, -1.33337)
C (-0.62645, -2.16630, -1.46214)
C (-0.62288, -1.69497, -2.92097)
C (-2.04016, -2.61781, -1.08285)
N (-0.07778, -1.15586, -0.57017)
H (0.04040, -4.16967, -2.02620)
H (0.27887, -3.76023, -0.31502)
H (1.33930, -3.05902, -1.54058)
H (-0.95645, -2.48104, -3.60445)
H (0.38293, -1.38320, -3.20508)
H (-1.28856, -0.83459, -3.03586)
H (-2.37017, -3.45776, -1.69995)
H (-2.76044, -1.80410, -1.21413)
H (-2.06181, -2.92385, -0.03411)